A single C4H9NO2 molecule. Source: the Open Molecules 2025 dataset; level of theory: the ωB97M-V functional and the def2-TZVPD basis.

Structure (ORCA input):
```
! RIJCOSX wB97M-V def2-TZVPD def2/J DEFGRID3
* xyz 0 1
C 0.688 1.204 -1.443
O 1.901 1.758 -0.956
C -0.293 1.177 -0.295
C 0.123 0.167 0.811
C -0.592 -1.148 0.638
N -1.369 -1.607 1.750
O -0.573 -1.727 -0.421
H 0.862 0.205 -1.861
H 0.245 1.764 -2.277
H 2.396 2.114 -1.697
H -1.303 0.954 -0.628
H -0.294 2.153 0.186
H -0.088 0.604 1.782
H 1.188 -0.062 0.716
H -1.338 -2.614 1.813
H -2.287 -1.183 1.702
*
```

Output
LUMO: 0.91 eV
HOMO energy: -9.701 eV
SMILES: NC(=O)CCCO
orbital gap: 0.3901 Eh